(1)
Below is a molecular structure, C17H31CuF3O2P2, with properties calculated with ωB97M-V/def2-TZVPD.

XYZ file:
```
56
Properties=species:S:1:pos:R:3:forces:R:3:mulliken_spin:R:1
P 0.584391 -2.021848 -1.241543 -3.5461 0.3715 -4.0620 0.14
P 0.189996 1.684102 -0.489717 -1.1127 1.0759 -3.8595 0.00
C 0.023189 -0.578268 -2.168040 3.3385 -1.8070 -0.1366 0.00
C 0.868091 0.630314 -1.881452 -0.2637 0.5707 0.6095 0.00
H -1.333722 -0.389474 -1.860485 -0.4505 0.6501 0.0931 -0.11
H -0.000154 -0.791478 -3.245366 0.1665 -0.2294 0.3079 0.01
H 1.903724 0.387259 -1.582139 -0.1708 0.2341 -0.2929 0.00
H 0.880341 1.293306 -2.757041 0.3102 -0.0897 0.2872 0.00
C -0.430916 3.064499 -1.570942 0.0166 0.4769 0.1842 0.00
H -0.828563 3.854715 -0.919299 0.0439 -0.0433 -0.2279 0.00
H -1.205142 2.778007 -2.295513 0.2272 -0.0736 0.4016 0.00
H 0.426654 3.466266 -2.125224 -0.2827 -0.0129 0.0981 0.00
C 1.694932 2.572663 0.025420 0.1622 0.1447 1.0713 0.00
H 1.929433 3.335691 -0.728689 -0.2508 -0.3499 0.0368 0.00
H 2.544363 1.869839 0.105011 -0.3673 0.2146 0.1371 0.00
H 1.520612 3.061267 0.993915 0.4240 -0.0925 -0.3391 0.00
C 0.172221 -3.265576 -2.541602 0.4153 -0.6712 0.2082 0.00
H 0.178870 -4.265589 -2.093906 -0.0510 -0.0566 -0.1708 0.00
H 0.937509 -3.249777 -3.334596 -0.2574 0.1006 0.3435 0.00
H -0.814477 -3.097242 -2.999188 0.5170 0.1616 0.3115 -0.01
C 2.354945 -2.286840 -0.984115 0.3504 -0.3526 0.9973 0.02
H 2.918581 -1.346353 -0.901780 -0.3328 -0.2530 0.1739 0.00
H 2.736881 -2.870837 -1.839162 -0.3595 0.2747 0.3239 0.00
H 2.488221 -2.868765 -0.060909 0.3107 0.2190 -0.1868 0.00
Cu 2.622228 0.672536 2.025703 0.2769 0.2216 0.9910 0.00
C -1.876845 1.057301 -0.338744 0.2108 -0.6841 1.5500 -0.04
C -2.259377 0.380859 -1.589987 -0.6408 0.9243 0.2133 0.16
C -3.614075 -0.302610 -1.406816 -0.0739 -0.0954 0.4512 0.02
C -3.520555 -1.694907 -0.704198 -1.6750 0.3365 -0.2281 0.11
C -2.243744 -2.367078 -0.878089 0.0885 -0.8759 -0.8083 0.57
C -1.068596 -2.180581 -0.092611 3.2672 -0.0200 1.6749 0.00
C -0.830527 -0.971003 0.898545 -0.1929 -0.6854 0.3537 0.04
C -1.813174 0.199535 0.941272 -0.0352 0.3339 0.2162 0.01
C 3.770200 -0.800971 2.411187 -0.3260 -0.4692 -0.5767 0.00
H -2.396481 2.004932 -0.141081 0.6824 0.0854 -0.0462 0.00
H -2.287912 1.057109 -2.462380 -0.1277 -0.0524 0.4539 0.01
H -4.041123 -0.438864 -2.410139 0.0408 0.0407 0.3277 0.00
H -4.296767 0.337046 -0.815584 -0.0516 -0.2381 -0.3880 -0.01
H -3.832605 -1.642788 0.359978 0.2622 0.0918 -0.5158 0.03
H -4.273903 -2.336391 -1.199712 0.1791 0.2627 0.3957 0.00
H -2.261255 -3.201558 -1.581007 0.2132 0.1491 0.3662 -0.02
H -0.832655 -3.128907 0.430956 -0.1786 0.3127 0.1000 0.07
H 0.185781 -0.548303 0.741866 -0.3452 -0.1134 0.0335 -0.02
H -0.744016 -1.412086 1.907352 -0.2119 0.2923 -0.2973 0.00
H -2.796447 -0.157851 1.270536 0.0257 0.1950 -0.2796 0.00
H -1.467371 0.880326 1.739358 -0.1472 -0.3802 -0.1484 0.00
H 4.607271 -0.361925 2.978813 -0.1567 -0.1207 -0.3367 0.00
H 4.104958 -1.247473 1.462469 0.2999 -0.2746 0.5307 0.00
H 3.271490 -1.538970 3.059857 0.1947 0.0398 -0.3329 0.00
F 0.515324 2.692732 5.829218 0.2501 -0.5202 -0.8509 0.00
C 0.937680 2.037643 4.725241 0.2699 -0.3766 0.3217 0.00
F 1.868503 1.111726 5.131170 -1.1523 0.8258 -0.3960 0.00
F -0.150481 1.346982 4.219529 0.9129 0.4217 0.4380 0.00
C 1.515812 2.995409 3.613920 0.5103 0.1118 -0.9455 0.00
O 1.145317 4.162161 3.595873 0.0466 -0.8962 0.3072 0.00
O 2.323355 2.430081 2.773861 -1.2534 0.6948 1.1159 0.00
```
Forces are in eV/Å.

For the LUMO energy (alpha / beta), the calculation gives -1.11 / -1.20 eV. The value obtained for the orbital gap (alpha / beta) is 5.669 / 5.574 eV. As for the spin multiplicity: 2.

***

(2)
Below is a molecular structure, C18H25N5O, with properties calculated with ωB97M-V/def2-TZVPD.

XYZ file:
```
49
Properties=species:S:1:pos:R:3:forces:R:3:lowdin_charge:R:1
C -3.344441 -2.755285 -0.002700 2.7782 -2.6381 -2.8676 -0.11
C -4.169686 -1.588451 -0.100736 -6.1460 2.2596 1.7657 -0.21
N -3.610582 -0.288921 -0.016116 -2.1580 -8.5025 -0.1515 0.11
C -4.518693 0.671070 -0.001162 -3.6655 -8.0660 -1.5133 -0.53
N -5.879360 0.456226 -0.219353 1.2367 3.9858 1.0393 0.15
C -6.516363 -0.643091 -0.128474 0.7067 -2.1230 -1.3269 -0.37
C -5.787641 -1.852109 -0.032092 6.5411 5.5440 0.6042 0.07
H -6.177937 -2.675779 -0.413451 -1.4019 -4.1275 -0.9969 0.02
C -8.006235 -0.577175 -0.383549 4.0826 -0.2621 7.8867 0.00
H -8.310196 0.361437 -0.254579 -0.9607 4.0927 0.3800 0.04
H -8.304475 -0.868214 -1.209824 -2.4997 -3.2696 -7.9751 0.00
H -8.475027 -1.096133 0.423707 -0.5887 -0.8668 0.3792 0.09
N -4.057015 1.769834 0.053338 3.6376 15.0968 1.8679 0.15
C -2.790449 2.325724 0.246726 -3.1353 -14.7836 -2.7439 -0.38
N -2.504520 3.542336 0.213991 4.7728 4.9706 2.4456 0.18
H -1.689853 3.757788 0.909343 -1.3368 -0.4285 -2.1404 0.19
H -3.251188 3.975513 0.618624 -2.9972 2.2716 0.6478 0.09
N -1.860725 1.265341 0.197333 4.8748 6.9122 -0.4361 0.15
C -0.338434 1.584391 -0.020482 -9.7807 -12.8945 7.8613 -0.25
C 0.333089 0.503366 0.659395 2.0763 2.2113 -3.7135 0.03
C 1.694878 0.531576 0.398211 -0.5805 -3.8422 4.9164 -0.02
C 2.237015 1.747323 0.083024 4.3752 -0.2590 -2.8566 -0.15
C 1.543552 2.778454 -0.540364 0.1612 -1.5952 2.1959 0.05
C 0.111499 2.630877 -0.373727 5.9798 14.7092 -9.6027 -0.12
H -0.424491 3.526218 -1.243508 0.9864 -2.9876 3.3414 0.23
H 2.115506 3.537645 -1.060848 -0.4811 0.1812 0.1839 0.12
O 3.708361 1.684084 -0.157962 -9.5040 10.0001 -4.1195 -0.06
C 4.634636 1.011906 0.201095 -7.1062 -15.1751 4.7158 -0.34
C 4.617489 -0.290300 -0.712216 6.5472 3.0654 -3.7950 -0.13
H 3.725127 -0.658248 -0.972677 -3.8022 -0.6617 -0.6843 0.04
H 5.096546 0.306537 -1.790471 -1.6932 -1.6209 2.4696 0.20
C 5.551660 -1.468968 -0.557569 0.8199 5.4930 9.1063 -0.41
C 5.022198 -2.203014 0.749220 -1.1736 -1.1028 0.0425 -0.11
H 3.946021 -2.668340 0.486884 1.8499 1.6021 0.8646 0.10
H 5.544356 -3.209640 0.902530 -0.0500 1.6435 0.2912 0.07
H 5.038888 -1.460353 1.685909 -0.1912 -2.0804 -2.0261 0.10
C 7.039033 -1.005229 -0.280508 -3.2481 -5.1422 10.2682 -0.05
H 7.646878 -1.865348 0.280486 -0.5338 1.6456 -2.6372 0.12
H 7.026981 -0.393536 0.830488 -0.4915 -1.1083 -2.5718 0.13
H 7.303749 -0.274336 -0.816767 3.2490 4.7446 -4.9724 -0.03
H 5.699687 -2.181355 -1.145486 -0.0471 -5.4943 -6.3406 0.03
H 4.177884 0.517353 1.450219 1.8531 0.9049 -2.3511 0.18
H 5.458490 1.322037 0.363355 10.5699 4.7972 1.8020 0.01
H 2.271777 -0.419799 0.919583 -0.8360 2.8087 -1.8483 0.18
H -0.208684 -0.353422 0.906881 -0.6062 -1.1229 0.7500 0.10
H -2.070655 0.300801 0.097809 -1.4533 -0.6385 -0.1568 0.04
H -3.714763 -3.675013 -0.647504 0.3556 2.0034 1.0588 0.11
H -3.143351 -3.261464 0.973290 -0.0194 1.1459 -0.4961 0.09
H -2.390524 -2.374316 -0.569325 -0.9662 -1.2961 1.4391 0.10
```
Forces are in eV/Å.

For the LUMO energy, the calculation gives 0.20 eV. The value obtained for the orbital gap is 7.473 eV.

***

In order of appearance, DFT total energy = -3439.309060 -1049.297907 Ha.
In order of appearance, energy above the lowest of the compared OMol25 structures with the same formula, charge and spin = 76.3 431.8 kcal per mole.